Molecular formula: C43H35N2O2RuS
Method: DFT, ωB97M-V/def2-TZVPD

Positions of all 84 atoms, in Å:
1 Ru 0.2808 -0.2154 -0.3470
2 O -1.1978 -0.6906 -1.3966
3 C -2.3184 0.0671 -1.8182
4 C -2.8666 0.7522 -0.5674
5 C -1.9935 1.8616 -0.0587
6 C -2.5907 3.0678 0.2569
7 C -1.8285 4.1170 0.7282
8 C -0.4692 3.9317 0.8730
9 C 0.1032 2.7156 0.5526
10 C 1.5856 2.5474 0.7148
11 C 1.9644 1.3538 1.5993
12 O 1.6861 0.1990 0.8324
13 C 1.1837 1.3101 2.9154
14 C 0.8457 0.0802 3.4742
15 C 0.1843 0.0159 4.6943
16 C -0.1434 1.1824 5.3743
17 C 0.2090 2.4098 4.8324
18 C 0.8721 2.4717 3.6138
19 C 3.4672 1.3497 1.8950
20 C 4.1894 0.1684 1.7488
21 C 5.5415 0.1266 2.0622
22 C 6.1871 1.2641 2.5261
23 C 5.4706 2.4426 2.6776
24 C 4.1182 2.4851 2.3645
25 N -0.6546 1.6892 0.0892
26 C -3.3293 -0.9204 -2.4041
27 C -2.8761 -2.1468 -2.8851
28 C -3.7594 -3.0440 -3.4697
29 C -5.1067 -2.7272 -3.5825
30 C -5.5618 -1.5042 -3.1130
31 C -4.6786 -0.6053 -2.5285
32 C -1.8930 1.0819 -2.8812
33 C -2.6887 2.1864 -3.1753
34 C -2.3053 3.0903 -4.1558
35 C -1.1198 2.9029 -4.8550
36 C -0.3285 1.7986 -4.5740
37 C -0.7155 0.8894 -3.5945
38 H -2.9814 -0.0152 0.2001
39 H -3.8529 1.1645 -0.7455
40 H -3.6576 3.1761 0.1147
41 H -2.2873 5.0669 0.9746
42 H 0.1647 4.7291 1.2353
43 H 1.9947 3.4747 1.1004
44 H 2.0542 2.3695 -0.2550
45 H 1.1215 -0.8324 2.9574
46 H -0.0651 -0.9492 5.1204
47 H -0.6546 1.1351 6.3274
48 H -0.0267 3.3250 5.3628
49 H 1.1548 3.4421 3.2200
50 H 3.6931 -0.7159 1.3718
51 H 6.0924 -0.7983 1.9390
52 H 7.2423 1.2339 2.7678
53 H 5.9626 3.3358 3.0429
54 H 3.5816 3.4153 2.5182
55 H -1.8262 -2.3960 -2.8020
56 H -3.3919 -3.9931 -3.8408
57 H -5.7971 -3.4261 -4.0382
58 H -6.6091 -1.2425 -3.2027
59 H -5.0654 0.3499 -2.1928
60 H -3.6234 2.3518 -2.6497
61 H -2.9357 3.9440 -4.3742
62 H -0.8223 3.6090 -5.6205
63 H 0.5938 1.6363 -5.1193
64 H -0.1003 0.0208 -3.3945
65 C -1.3451 -1.9090 1.7829
66 C -0.2895 -2.7991 1.1974
67 C -0.1479 -4.1232 1.6536
68 C 0.7631 -4.9457 1.0617
69 C 1.5554 -4.4801 -0.0101
70 C 2.4878 -5.2993 -0.6813
71 C 3.2044 -4.7853 -1.7208
72 C 3.0257 -3.4469 -2.1231
73 C 2.1361 -2.6176 -1.4863
74 S 1.9589 -0.9559 -2.0158
75 C 1.3812 -3.1419 -0.4140
76 N 0.4659 -2.3361 0.2142
77 H -1.6240 -2.2372 2.7823
78 H -2.2327 -1.9456 1.1465
79 H -1.0121 -0.8721 1.8664
80 H -0.7697 -4.4676 2.4703
81 H 0.8877 -5.9674 1.4035
82 H 2.6156 -6.3265 -0.3607
83 H 3.9166 -5.4057 -2.2498
84 H 3.6007 -3.0532 -2.9529

Atomic forces in eV per Å
Ru 0.575 -0.206 -0.495
O -0.005 0.198 0.022
C 0.060 -0.081 -0.065
C 0.118 -0.031 0.072
C 0.175 0.015 0.057
C -0.059 0.082 0.000
C -0.025 0.072 0.014
C -0.025 0.115 -0.006
C -0.060 -0.119 -0.170
C -0.104 -0.103 -0.056
C 0.094 -0.072 -0.001
O -0.405 0.024 0.235
C 0.090 -0.106 0.005
C 0.011 0.054 0.042
C 0.010 0.034 -0.025
C 0.033 -0.050 -0.039
C 0.006 0.021 -0.010
C -0.025 0.051 0.015
C 0.020 -0.134 -0.002
C 0.040 0.052 -0.036
C -0.013 0.045 -0.002
C -0.020 -0.018 -0.016
C -0.034 0.020 -0.013
C 0.033 0.026 0.090
N -0.010 -0.084 0.092
C 0.048 -0.067 -0.033
C -0.041 -0.007 -0.003
C -0.031 0.033 0.021
C 0.037 -0.002 0.004
C 0.003 0.018 0.022
C -0.019 0.004 -0.046
C 0.005 -0.041 -0.033
C -0.014 0.027 -0.008
C -0.005 0.000 0.023
C 0.009 -0.037 0.002
C -0.025 0.007 0.043
C 0.023 0.069 -0.046
H -0.029 -0.047 0.026
H -0.077 0.036 -0.004
H 0.042 -0.015 0.027
H 0.024 -0.045 -0.011
H -0.013 -0.017 -0.018
H 0.028 0.064 0.030
H 0.059 0.031 -0.067
H 0.023 0.051 0.025
H 0.013 0.044 -0.008
H 0.010 -0.006 -0.031
H 0.015 -0.046 -0.030
H -0.019 -0.057 0.031
H 0.024 0.012 0.023
H -0.029 0.041 0.005
H -0.045 -0.001 -0.005
H -0.016 -0.038 -0.016
H 0.007 -0.051 -0.019
H -0.034 0.004 -0.013
H -0.012 0.037 0.014
H 0.033 0.028 0.017
H 0.043 -0.011 0.004
H 0.025 -0.032 -0.005
H 0.036 -0.024 -0.022
H 0.024 -0.036 0.008
H -0.008 -0.031 0.037
H -0.045 -0.002 0.017
H -0.055 0.027 -0.057
C -0.001 -0.055 -0.060
C 0.052 0.019 -0.126
C -0.054 -0.046 0.077
C 0.047 -0.068 0.010
C -0.081 -0.025 0.065
C -0.015 -0.072 0.084
C 0.056 0.067 -0.132
C 0.143 -0.073 -0.087
C 0.063 0.119 0.017
S -0.391 0.196 0.204
C -0.184 0.120 0.154
N -0.128 -0.007 0.253
H -0.004 -0.014 -0.001
H 0.001 -0.020 0.017
H 0.000 0.027 -0.024
H 0.032 0.021 -0.055
H -0.012 0.043 -0.024
H -0.008 0.053 -0.022
H -0.014 0.044 0.008
H 0.007 -0.057 0.030

Total charge: +1
LUMO energy (spin up / spin down): -2.89 / -4.87 eV
Multiplicity: 5
Expectation value of S²: 6.0173
E_HOMO (spin up / spin down): -10.57 / -10.48 eV
E: -2412.4687 Eh

These are the Löwdin partial charges, in e, on atoms 1 to 6: Ru 1.51; O -0.35; C -0.43; C -0.06; C -0.22; C 0.00

***

Molecular formula: C21H27N3O5
Method: DFT, ωB97M-V/def2-TZVPD

Positions of all 56 atoms, in Å:
1 C -3.4270 2.7032 -2.8669
2 H -4.4469 2.7459 -2.4950
3 H -3.0948 3.7114 -3.1059
4 H -3.4045 2.1026 -3.7718
5 C -2.5161 2.0893 -1.8047
6 C -2.9214 0.6458 -1.5041
7 H -2.2635 0.2194 -0.7494
8 H -2.8596 0.0459 -2.4077
9 H -3.9424 0.6219 -1.1336
10 C -2.5396 2.9271 -0.5253
11 H -2.2407 3.9491 -0.7440
12 H -1.8463 2.5089 0.1993
13 H -3.5404 2.9312 -0.1034
14 O -1.1348 2.1439 -2.2324
15 C -0.7443 1.5278 -3.3678
16 O -1.4316 0.8505 -4.0913
17 N 0.5633 1.8099 -3.5936
18 H 1.0544 2.2913 -2.8579
19 C 1.3362 1.0902 -4.5818
20 H 0.7260 1.0220 -5.4855
21 C 1.7118 -0.3230 -4.1202
22 C 2.4483 -0.3111 -2.7828
23 C 2.9093 -1.6957 -2.3316
24 C 1.7458 -2.6927 -2.2156
25 C 2.1361 -3.8123 -1.2856
26 O 2.6341 -4.8629 -1.6161
27 N 1.9156 -3.5458 0.0444
28 N 1.3376 -2.4186 0.4677
29 C 1.1406 -2.2325 1.7129
30 C 0.5006 -1.0341 2.2045
31 C 0.0862 -0.0418 1.3788
32 O -0.5214 1.0795 1.7592
33 C -0.7647 1.2695 3.0840
34 C -1.4132 2.4464 3.4594
35 C -1.6793 2.6804 4.7908
36 C -1.3063 1.7537 5.7612
37 C -0.6670 0.5924 5.3926
38 C -0.3858 0.3300 4.0490
39 C 0.2957 -0.9153 3.6576
40 O 0.6523 -1.7602 4.4588
41 H -0.3654 -0.1459 6.1199
42 H -1.5203 1.9490 6.8005
43 H -2.1814 3.5906 5.0812
44 H -1.6951 3.1533 2.6951
45 H 0.2268 -0.0967 0.3081
46 H 1.4297 -2.9591 2.4763
47 H 2.1878 -4.2685 0.7167
48 H 1.5130 -3.1169 -3.1910
49 H 0.8703 -2.1885 -1.8088
50 H 3.3901 -1.5914 -1.3562
51 H 3.6512 -2.0899 -3.0274
52 H 3.3236 0.3396 -2.8588
53 H 1.7903 0.1006 -2.0139
54 H 2.3368 -0.7855 -4.8854
55 H 0.7935 -0.9033 -4.0317
56 H 2.2313 1.6772 -4.7973

Atomic forces in eV per Å
C 0.287 -0.141 0.015
H -0.112 0.032 0.071
H -0.004 0.119 -0.001
H -0.066 0.009 -0.033
C -0.609 -0.068 0.150
C 0.199 0.177 -0.197
H 0.047 -0.051 0.124
H -0.043 -0.056 0.011
H -0.110 0.008 0.089
C 0.190 -0.190 -0.379
H 0.004 0.134 -0.011
H 0.033 -0.034 0.091
H -0.124 -0.005 0.042
O 0.073 0.068 0.143
C 0.325 0.287 0.106
O -0.242 -0.278 -0.194
N 0.253 0.240 0.166
H -0.117 -0.012 -0.041
C -0.188 -0.387 -0.132
H 0.159 0.085 0.006
C 0.060 0.377 0.189
C 0.052 -0.292 -0.244
C -0.146 0.201 0.090
C 0.152 -0.059 -0.124
C -0.263 0.261 -0.228
O 0.124 -0.169 -0.091
N 0.341 -0.848 0.727
N -0.369 0.802 0.249
C 0.430 -0.790 -0.389
C -0.411 0.814 0.087
C 0.369 -0.769 0.202
O -0.100 0.265 -0.090
C -0.053 -0.089 0.877
C 0.085 -0.108 -0.245
C 0.041 -0.048 -0.137
C 0.041 -0.104 0.096
C -0.022 0.063 -0.079
C -0.105 0.234 -0.157
C -0.039 0.144 -0.271
O 0.011 -0.025 -0.047
H 0.026 -0.062 0.052
H -0.014 0.009 0.092
H -0.044 0.086 0.001
H -0.032 0.084 -0.090
H -0.039 0.068 -0.030
H 0.009 -0.018 -0.068
H -0.065 0.206 -0.283
H -0.047 -0.074 0.075
H -0.025 0.009 -0.144
H 0.073 -0.038 -0.022
H 0.066 -0.034 0.035
H 0.012 0.101 0.052
H 0.010 0.060 0.062
H 0.010 -0.096 -0.073
H -0.041 -0.085 -0.074
H -0.052 -0.014 -0.031

SMILES: CC(C)(C)OC(=O)NCCCCCC(=O)N/N=C/c1coc2ccccc2c1=O
Total charge: 0
LUMO energy: -0.17 eV
E_HOMO: -8.63 eV
E: -1356.9205 Eh

These are the Löwdin partial charges, in e, on atoms 1 to 6: C -0.02; H 0.09; H 0.09; H 0.08; C -0.57; C -0.01

***

Molecular formula: C5H8CuMgO4
Method: DFT, ωB97M-V/def2-TZVPD

Positions of all 19 atoms, in Å:
1 C 2.1538 -2.1137 2.1571
2 C 1.4170 -1.2234 3.1352
3 O 0.5701 -0.3612 2.5949
4 Cu -0.8391 1.0344 3.6126
5 H 2.8162 -2.8145 2.6884
6 H 1.4541 -2.6939 1.5379
7 H 2.7682 -1.4860 1.4920
8 H 2.2125 -0.4995 4.0708
9 H 0.8951 -1.8600 3.8885
10 O 3.7064 1.7439 5.2048
11 C 0.6136 2.6710 4.8222
12 C 2.9719 0.7270 5.4258
13 O 1.0548 3.7551 4.4340
14 O 1.3177 2.3240 6.0235
15 C 1.6884 0.9683 6.1879
16 Mg 2.9499 3.6941 5.5291
17 H 3.5010 -0.1843 5.7644
18 H 1.8323 0.7557 7.2566
19 H 0.8929 0.3013 5.7918

Atomic forces in eV per Å
C 1.160 0.509 0.017
C -1.399 0.936 1.840
O -0.656 0.854 0.183
Cu 2.329 -0.136 0.027
H -0.163 0.190 -0.158
H 0.001 0.331 0.350
H -0.183 -0.313 0.092
H -0.328 -0.941 -1.567
H 0.526 0.039 0.120
O -1.416 -1.442 -0.866
C -0.528 0.186 -1.008
C 2.123 0.975 2.447
O -0.313 -0.836 0.209
O 0.169 -0.219 0.535
C -1.319 -0.497 -1.211
Mg -0.172 -0.085 -0.152
H -0.262 -0.001 -0.901
H 0.159 0.115 -0.293
H 0.273 0.337 0.336

Total charge: 0
LUMO energy (spin up / spin down): -0.72 / -0.78 eV
Multiplicity: 2
Expectation value of S²: 0.7506
E_HOMO (spin up / spin down): -5.98 / -8.01 eV
E: -2336.6844 Eh

These are the Löwdin partial charges, in e, on atoms 1 to 6: C -0.10; C -0.49; O -0.30; Cu 0.54; H 0.07; H 0.08

***

Molecular formula: C25H29Br2IrN3O3
Method: DFT, ωB97M-V/def2-TZVPD

Positions of all 63 atoms, in Å:
1 Ir -0.1320 0.0886 0.0278
2 C -5.2182 -5.4864 -0.3137
3 C -5.6683 -4.2173 -1.0683
4 C -7.1192 -3.9041 -0.7038
5 C -5.5686 -4.4616 -2.5891
6 C -4.7297 -3.0946 -0.7073
7 C -3.3345 -3.2441 -0.9885
8 C -2.5094 -2.2344 -0.6610
9 Br -0.6750 -2.3434 -0.9849
10 C -2.9317 -1.0138 -0.0502
11 O -2.0694 -0.0902 0.2307
12 C -4.3440 -0.8496 0.2451
13 C -5.1605 -1.9037 -0.1032
14 C -5.0043 0.3670 0.9031
15 C -6.0615 0.9233 -0.0732
16 C -5.6927 -0.1068 2.1999
17 C -4.0673 1.5169 1.2706
18 H -5.9060 -6.2970 -0.5550
19 H -5.2376 -5.3344 0.7672
20 H -4.2154 -5.8087 -0.5994
21 H -7.7424 -4.7505 -0.9890
22 H -7.4970 -3.0284 -1.2364
23 H -7.2496 -3.7519 0.3700
24 H -6.2607 -5.2594 -2.8594
25 H -4.5692 -4.7735 -2.8975
26 H -5.8418 -3.5684 -3.1542
27 H -2.9561 -4.1453 -1.4507
28 H -6.2142 -1.8080 0.1049
29 H -6.8361 0.1944 -0.3101
30 H -5.6024 1.2495 -1.0094
31 H -6.5482 1.7851 0.3847
32 H -6.4572 -0.8612 2.0155
33 H -6.1783 0.7461 2.6753
34 H -4.9674 -0.5213 2.9040
35 H -3.5790 1.9401 0.3933
36 H -3.3088 1.2151 1.9933
37 H -4.6713 2.3014 1.7277
38 O 1.5563 -0.9276 -0.6768
39 N 2.7438 -0.4501 -0.6190
40 N 2.7180 0.6925 -0.0836
41 O 1.5695 1.1770 0.3054
42 C 3.9388 1.4604 0.1004
43 C 5.1423 0.9104 -0.3132
44 C 6.2920 1.6569 -0.1289
45 C 6.2277 2.9157 0.4535
46 C 5.0097 3.4409 0.8574
47 C 3.8445 2.7113 0.6832
48 H 5.1827 -0.0699 -0.7650
49 H 7.2438 1.2511 -0.4426
50 H 7.1341 3.4896 0.5924
51 H 4.9642 4.4217 1.3100
52 H 2.8863 3.1038 0.9911
53 Br -1.8922 5.7889 2.7522
54 C -1.3729 4.1876 1.9829
55 C -1.3541 4.0509 0.5985
56 C -0.9764 2.8452 0.0588
57 N -0.6269 1.8094 0.8443
58 C -0.6252 1.9375 2.1844
59 C -0.9961 3.1157 2.7862
60 H -1.6286 4.8701 -0.0509
61 H -0.9355 2.6894 -1.0100
62 H -0.3115 1.0792 2.7614
63 H -0.9883 3.1965 3.8639

Atomic forces in eV per Å
Ir 2.598 -1.743 -1.089
C -0.013 0.026 0.011
C 0.022 -0.041 -0.019
C -0.010 -0.024 -0.009
C -0.013 0.023 0.016
C 0.216 0.075 -0.002
C -0.511 -0.063 0.051
C -0.015 0.134 0.047
Br 0.400 0.745 0.272
C -0.228 0.494 0.293
O -0.806 -0.702 -0.196
C 0.291 0.065 -0.014
C 0.021 -0.232 -0.111
C -0.026 -0.029 -0.014
C 0.032 -0.017 -0.002
C 0.033 -0.011 -0.018
C 0.056 -0.025 -0.008
H 0.020 -0.003 0.004
H -0.018 -0.003 -0.031
H -0.033 0.010 -0.003
H -0.014 0.006 0.005
H 0.015 -0.025 0.006
H 0.010 -0.012 -0.026
H 0.018 0.003 -0.010
H -0.030 0.001 0.019
H -0.009 -0.026 0.021
H -0.043 -0.001 0.007
H -0.001 -0.008 -0.002
H 0.017 0.017 0.014
H -0.010 -0.009 0.036
H 0.001 -0.015 -0.008
H 0.015 0.022 -0.003
H 0.001 -0.015 -0.007
H -0.019 0.018 -0.026
H -0.011 0.008 -0.016
H -0.034 -0.010 0.007
H 0.029 0.013 0.001
O -1.782 -0.637 -0.090
N -0.274 1.883 0.889
N 1.310 -1.441 -0.822
O -0.454 0.691 0.401
C -0.282 0.079 0.084
C 0.029 -0.075 -0.036
C 0.008 -0.044 -0.021
C 0.029 0.057 0.021
C 0.002 0.017 0.009
C -0.110 0.015 0.017
H 0.015 0.005 0.000
H -0.014 -0.004 0.000
H -0.017 -0.008 -0.002
H -0.009 -0.009 -0.003
H 0.023 0.005 0.001
Br -0.049 0.147 0.071
C 0.011 -0.016 -0.005
C 0.027 -0.025 -0.105
C 0.018 0.143 0.078
N -0.411 0.588 0.257
C -0.008 0.147 0.043
C 0.064 -0.087 0.033
H 0.000 -0.012 0.013
H -0.032 -0.044 0.019
H -0.038 -0.022 -0.033
H -0.006 0.001 -0.015

Total charge: +2
LUMO energy (spin up / spin down): -8.46 / -8.63 eV
Multiplicity: 2
Expectation value of S²: 0.7718
E_HOMO (spin up / spin down): -14.27 / -14.33 eV
E: -6611.6308 Eh

These are the Löwdin partial charges, in e, on atoms 1 to 6: Ir 1.32; C -0.02; C -0.55; C -0.04; C -0.02; C -0.08